The following is a DFT calculation (wB97M-V/def2-TZVPD) of the molecule C5H11NO.

Output
- Lowest unoccupied orbital energy: 0.9 eV
- Frontier orbital gap: 10.1990 eV
- Energy above the lowest of the compared OMol25 structures with the same formula, charge and spin: 1.483 eV

Geometry as XYZ:
```
18
C5H11NO (wB97M-V/def2-TZVPD)
H -0.971 1.138 -1.511
N 1.814 -0.289 -0.404
C 1.113 1.869 0.326
O 0.269 2.689 0.531
H 2.190 1.968 0.132
H 1.717 -0.163 -1.396
H -0.495 -0.598 -1.893
C 0.854 0.319 0.473
H -1.207 0.759 0.838
C -1.007 -1.345 0.813
H -0.516 -2.195 0.357
C -1.025 0.083 -1.230
H -2.066 -0.248 -1.343
H 1.907 -1.277 -0.253
H 0.948 0.192 1.553
C -0.663 0.024 0.254
H -2.097 -1.458 0.867
H -0.765 -1.467 1.885
```

Formally, the natural (NBO) partial charges of the atoms, in units of the elementary charge, are as follows: atom 1 (H): 0.219, atom 2 (N): -0.851, atom 3 (C): 0.450, atom 4 (O): -0.520, atom 5 (H): 0.117, atom 6 (H): 0.373, atom 7 (H): 0.204, atom 8 (C): -0.159, atom 9 (H): 0.224, atom 10 (C): -0.616, atom 11 (H): 0.202, atom 12 (C): -0.626, atom 13 (H): 0.213, atom 14 (H): 0.367, atom 15 (H): 0.219, atom 16 (C): -0.235, atom 17 (H): 0.214, atom 18 (H): 0.204